Formula: C44H49NP2Pd
Source: the Open Molecules 2025 dataset
Level of theory: ωB97M-V/def2-TZVPD

**Multiplicity**: 5
**Maximum force**: 0.0561 Eh/bohr
**Energy above the lowest of the compared OMol25 structures with the same formula, charge and spin**: 46.61 kJ/mol
**Frontier orbital gap (spin up / spin down)**: 7.649 / 4.569 eV
**Net charge**: +2

Each line ends with the Löwdin charge.
CARTESIAN COORDINATES (ANGSTROEM)
Pd: 1.3138 -1.0180 1.7483  0.7418
C: -2.5296 0.3289 4.6748  -0.0932
C: -3.1696 0.3698 3.4938  -0.0870
C: -3.4407 1.5229 2.5657  -0.1907
C: -2.1721 2.1801 1.8904  -0.1717
C: -1.1512 2.7798 2.7937  -0.1068
C: -1.1369 2.7904 4.1348  -0.1116
C: -2.3476 2.7879 5.0103  -0.1871
C: -2.4892 1.4408 5.6993  -0.1799
C: 2.6235 0.4420 2.0191  -0.2292
H: -2.1330 -0.6198 5.0400  0.0813
H: -3.6849 -0.5352 3.1314  0.1067
H: -4.0847 2.3231 2.9634  0.1083
H: -4.0236 1.0983 1.7288  0.1082
H: -1.6840 1.3893 1.2858  0.0963
H: -2.5486 2.9427 1.1946  0.1169
H: -0.2770 3.1505 2.2412  0.1035
H: -0.1778 2.7269 4.6832  0.0837
H: -3.2143 2.9382 4.3695  0.0913
H: -2.3329 3.6308 5.7221  0.1304
H: -1.6096 1.2830 6.3251  0.0433
H: -3.3705 1.4727 6.3652  0.1379
H: 2.9884 -0.1428 2.8961  -0.0108
H: 2.1817 1.4286 2.3207  0.0001
H: 3.4405 0.5521 1.2781  -0.0073
P: 0.0116 -1.8450 -3.7604  1.0936
P: 1.8484 0.7320 -4.1888  1.1340
C: -0.6904 -0.2957 -4.3802  -0.3155
C: 0.1064 0.7823 -4.5987  -0.3420
C: -0.6498 -2.9957 -5.0871  -0.3686
C: -1.7751 -2.7121 -5.8791  -0.0975
C: -2.1473 -3.5705 -6.9249  -0.0592
C: -1.4038 -4.7289 -7.1833  -0.0549
C: -0.2682 -5.0133 -6.4067  -0.0639
C: 0.1200 -4.1441 -5.3803  -0.1007
C: -1.0835 -2.0380 -2.2913  -0.3675
C: -0.7669 -1.2663 -1.1496  -0.1178
C: -1.4861 -1.4527 0.0269  -0.1158
C: -2.5728 -2.3417 0.0653  -0.0581
C: -2.9414 -3.0261 -1.0998  -0.0538
C: -2.1896 -2.8975 -2.2763  -0.0633
C: 2.4548 1.3028 -5.8949  -0.3294
C: 2.2151 0.4444 -6.9906  -0.0925
C: 2.7269 0.7611 -8.2534  -0.0595
C: 3.4482 1.9456 -8.4498  -0.0474
C: 3.5988 2.8443 -7.3887  -0.0533
C: 3.1102 2.5257 -6.1125  -0.0700
C: 2.0586 2.2822 -3.2155  -0.3963
C: 3.2543 2.4101 -2.4757  -0.1045
C: 3.4689 3.5559 -1.7068  -0.0679
C: 2.5001 4.5727 -1.6622  -0.0551
C: 1.3263 4.4440 -2.4171  -0.0588
C: 1.0859 3.2895 -3.1727  -0.0813
H: -1.7632 -0.2723 -4.6104  0.0860
H: -0.2796 1.6709 -5.1117  0.0959
H: -2.3781 -1.8225 -5.6985  0.0930
H: -3.0215 -3.3351 -7.5381  0.1163
H: -1.6999 -5.4097 -7.9886  0.1183
H: 0.3194 -5.9153 -6.6035  0.1156
H: 1.0193 -4.3500 -4.7901  0.1031
H: 0.0658 -0.5514 -1.1859  0.0892
H: -1.1840 -0.9245 0.9410  0.0653
H: -3.1205 -2.4911 1.0000  0.1111
H: -3.8134 -3.6819 -1.0983  0.1168
H: -2.4540 -3.4620 -3.1788  0.1105
H: 1.6291 -0.4723 -6.8480  0.1044
H: 2.5702 0.0769 -9.0855  0.1144
H: 3.8869 2.1719 -9.4215  0.1187
H: 4.1057 3.7985 -7.5367  0.1165
H: 3.2409 3.2309 -5.2847  0.1057
H: 3.9997 1.6071 -2.5125  0.1097
H: 4.3997 3.6514 -1.1430  0.1136
H: 2.6717 5.4612 -1.0436  0.1172
H: 0.5881 5.2459 -2.4134  0.1145
H: 0.1448 3.1784 -3.7169  0.0980
C: 0.8237 1.5849 6.9818  -0.0161
N: 0.3776 0.3482 6.3331  -0.0589
C: -0.3140 -0.5020 7.2920  -0.0301
C: 1.3879 -0.3131 5.4917  -0.0936
C: 1.0250 -1.6466 4.9005  -0.2379
C: 0.8259 -2.7002 5.8374  -0.0782
C: 0.0554 -3.8145 5.5438  -0.0634
C: -0.2018 -4.0712 4.1930  -0.0619
C: 0.3213 -3.2180 3.1987  -0.1338
C: 0.9032 -1.9916 3.5398  -0.1710
H: -0.0210 2.0155 7.5407  0.1114
H: 1.1540 2.3291 6.2496  0.0997
H: 1.6427 1.3985 7.7000  0.1353
H: -1.0580 -1.1204 6.7807  0.1076
H: 0.3875 -1.1316 7.8494  0.1168
H: -0.8346 0.1384 8.0141  0.1124
H: 1.7044 0.3808 4.7049  0.1172
H: 2.2498 -0.5064 6.1511  0.1707
H: 1.2285 -2.5667 6.8488  0.1113
H: -0.3337 -4.4532 6.3517  0.1243
H: -0.8191 -4.9219 3.9088  0.1116
H: 0.2385 -3.4710 2.1358  0.0853

Cartesian forces (eV/Å) of the 3 atoms listed first:
-0.64 -0.26 0.49
-0.91 -0.12 0.35
-0.24 -0.33 0.14

---

Formula: C44H50BCoIN13S3
Source: the Open Molecules 2025 dataset
Level of theory: ωB97M-V/def2-TZVPD

**Multiplicity**: 2
**Maximum force**: 0.0559 Eh/bohr
**Frontier orbital gap (spin up / spin down)**: 4.006 / 4.142 eV
**Net charge**: +1

Each line ends with the Löwdin charge.
CARTESIAN COORDINATES (ANGSTROEM)
Co: 0.3677 -0.1701 0.5848  0.2467
C: 2.5339 -1.6368 -3.1740  -0.0232
C: 1.2848 -1.2251 -3.9541  -0.5359
C: 0.1411 -2.2066 -3.6961  -0.0793
C: 1.5634 -1.1878 -5.4609  -0.0288
N: 0.9285 0.1325 -3.5198  0.0118
C: 1.4529 1.2592 -4.0977  -0.0260
C: 0.9205 2.3294 -3.4711  -0.0268
N: 0.0762 1.8771 -2.4937  0.0661
B: -0.7755 2.8291 -1.6481  -0.5417
N: -0.2013 2.9954 -0.1737  0.0139
C: -0.4492 4.3154 0.3500  -0.0456
C: 0.1995 4.8189 1.4072  -0.0638
N: 1.1646 4.1932 2.1367  -0.0507
C: 1.4584 2.8589 1.7179  -0.5904
S: 0.4871 1.6636 2.6661  0.7660
C: 1.5119 4.7638 3.4562  -0.5518
C: 0.2281 5.0763 4.2411  -0.0300
C: 2.3350 6.0281 3.1949  -0.0219
C: 2.3423 3.7967 4.2982  -0.0549
N: -2.2407 2.3574 -1.5305  0.0431
C: -3.1157 2.5835 -2.5615  -0.0342
C: -4.3412 2.1785 -2.1727  -0.0424
N: -4.2418 1.6922 -0.8896  0.0020
C: -2.9455 1.8049 -0.5161  -0.6055
S: -2.2767 1.3683 0.9945  0.7211
C: -5.4480 1.2159 -0.1866  -0.5437
C: -6.0441 0.0742 -1.0180  -0.0222
C: -6.4230 2.3951 -0.0908  -0.0186
C: -5.1725 0.7002 1.2223  -0.0972
C: 0.1244 0.5326 -2.5145  -0.5786
S: -0.7099 -0.4539 -1.4002  0.8342
H: 2.8064 -2.6568 -3.4247  0.0938
H: 2.3443 -1.5806 -2.1033  0.0609
H: 3.3698 -0.9821 -3.4060  0.0680
H: 0.2906 -3.1008 -4.2931  0.0877
H: -0.8163 -1.7707 -3.9691  0.0865
H: 0.0982 -2.5049 -2.6535  0.0227
H: 1.6525 -2.2042 -5.8327  0.0913
H: 2.4914 -0.6738 -5.6961  0.0799
H: 0.7425 -0.7020 -5.9863  0.1015
H: 2.1645 1.2240 -4.8925  0.1233
H: 1.0728 3.3717 -3.6536  0.1274
H: -0.7700 3.8809 -2.1970  0.1288
H: -1.2174 4.8655 -0.1564  0.1151
H: -0.0585 5.8150 1.7190  0.1263
H: -0.3545 5.8725 3.7852  0.0753
H: 0.4793 5.3821 5.2539  0.0867
H: -0.3924 4.1843 4.2980  0.0795
H: 1.7699 6.7642 2.6297  0.0782
H: 3.2247 5.7737 2.6236  0.0852
H: 2.6398 6.4734 4.1375  0.0879
H: 1.8318 2.8436 4.4217  0.0299
H: 2.4846 4.2310 5.2844  0.0907
H: 3.3275 3.6340 3.8714  0.0734
H: -2.7910 3.0301 -3.4780  0.1264
H: -5.2616 2.1979 -2.7166  0.1202
H: -6.3687 0.4143 -1.9965  0.0769
H: -6.9081 -0.3378 -0.5048  0.0912
H: -5.3118 -0.7196 -1.1502  0.0900
H: -6.7164 2.7604 -1.0706  0.0780
H: -5.9732 3.2159 0.4639  0.0972
H: -7.3199 2.0787 0.4329  0.0917
H: -4.5083 -0.1597 1.2091  0.0451
H: -6.1166 0.3864 1.6627  0.0915
H: -4.7479 1.4722 1.8592  0.0550
C: -2.4262 -3.2280 1.0047  -0.0458
C: -1.7596 -2.0336 1.1827  -0.1044
N: -0.4391 -1.9299 1.0437  0.0144
C: 0.2437 -3.0900 0.7551  -0.1488
C: -0.4922 -4.2636 0.4825  -0.0434
N: -1.7882 -4.3319 0.5989  0.1196
C: 1.6619 -3.0095 0.7259  -0.0662
C: 2.6570 -3.9388 0.3661  0.0972
C: 3.9925 -3.5833 0.2280  -0.0830
C: 4.3760 -2.1949 0.3158  0.0640
C: 3.4323 -1.3514 0.7805  -0.1257
N: 2.1840 -1.7905 1.0465  0.0871
C: 2.8209 1.2085 0.6545  -0.5887
C: 2.9651 2.5515 1.4119  -0.2716
N: 3.2625 3.5237 0.3841  0.0749
C: 2.2341 3.5664 -0.3534  -0.0822
C: 1.1558 2.6504 0.1796  -0.4141
N: 1.5849 1.2653 0.0149  -0.0310
C: 5.0492 -4.5914 0.1263  -0.1625
C: 4.8016 -5.9228 -0.2229  0.0003
C: 5.8438 -6.8338 -0.1992  -0.1207
N: 7.0862 -6.5177 0.1172  0.0825
C: 7.3370 -5.2639 0.4433  -0.1162
C: 6.3677 -4.2770 0.4767  0.0041
H: -3.4924 -3.3069 1.1415  0.1235
H: -2.2769 -1.1204 1.4376  0.0481
H: 0.0136 -5.1555 0.1414  0.1251
H: 2.3566 -4.9674 0.2450  0.1180
H: 5.3677 -1.8685 0.0689  0.1022
H: 3.6893 2.5453 2.2167  0.1186
H: 2.1861 4.1278 -1.2664  0.1308
H: -0.8148 2.2988 0.3908  -0.0395
H: 3.8204 -6.2526 -0.5175  0.1052
H: 5.6735 -7.8725 -0.4438  0.1149
H: 8.3629 -5.0367 0.6999  0.1169
H: 6.6414 -3.2887 0.8028  0.1077
I: 4.5479 1.1575 -0.9220  0.8253
C: 3.1032 -0.0430 1.4830  -0.3096
C: 4.0182 0.1541 2.6451  -0.0067
C: 3.6831 -0.2468 3.8731  -0.0371
C: 2.3734 -0.7911 4.1470  -0.0536
C: 1.4754 -0.9635 3.1723  -0.1413
N: 1.7687 -0.6816 1.8079  -0.1221
H: 4.9882 0.5581 2.3992  0.1263
H: 4.3672 -0.1359 4.6990  0.1181
H: 2.0884 -1.0056 5.1643  0.1194
H: 0.4802 -1.3439 3.3490  0.1149

Cartesian forces (eV/Å) of the 3 atoms listed first:
-0.08 1.83 0.09
-0.11 -0.01 -0.14
0.19 -0.64 0.01

---

> Look up the net charge of the first one.

+2

---

> The lowest multiplicity belongs to which entry?

C44H50BCoIN13S3

---

> Among the records above, which one has the lowest multiplicity?

C44H50BCoIN13S3